No. 1
Entry from the Open Molecules 2025 dataset: a structure of composition C22H26AlBr3Cl5CsI2KN3NaO8S3 at a distorted geometry (ωB97M-V/def2-TZVPD).

Net charge = +3
Frontier orbital gap = 2.55 eV
Molecular weight = 1449.4 g/mol
Energy relative to the best compared isomer or geometry (same formula, charge and spin) = 0.0 kcal per mole
Multiplicity = 1
LUMO level = -9.350 eV
HOMO level = -11.9 eV

Positions of all 76 atoms, in Å:
C (-4.244, -4.909, 0.224)
C (-2.946, -4.423, -0.336)
Br (-3.127, -3.602, -2.112)
C (-1.763, -4.555, 0.267)
Br (-1.698, -5.383, 1.926)
S (-0.074, -3.973, -0.412)
O (-0.127, -2.514, -0.319)
O (0.900, -4.511, 0.452)
N (-0.012, -4.563, -1.873)
S (1.167, -3.795, -2.806)
O (1.810, -2.742, -2.130)
O (1.963, -4.845, -3.313)
C (0.404, -3.122, -4.309)
I (0.749, -4.230, -6.097)
C (-0.307, -1.989, -4.385)
C (-0.488, -1.052, -3.210)
I (-1.175, -1.305, -6.171)
H (-4.028, -5.562, 1.065)
H (-4.865, -5.388, -0.534)
H (-4.831, -4.055, 0.588)
H (-0.449, -0.036, -3.603)
H (0.329, -1.145, -2.498)
H (-1.474, -1.127, -2.744)
K (-2.369, -1.906, -0.416)
C (0.024, 10.548, 1.030)
N (-0.105, 9.108, 1.097)
C (0.877, 8.333, 0.582)
C (0.786, 6.970, 0.603)
C (-0.339, 6.356, 1.173)
C (-1.345, 7.178, 1.686)
C (-1.207, 8.542, 1.631)
C (-0.458, 4.904, 1.243)
C (-0.715, 4.244, 2.453)
C (-0.867, 2.882, 2.480)
N (-0.783, 2.149, 1.343)
C (-0.516, 2.757, 0.157)
C (-0.350, 4.103, 0.084)
C (-1.024, 0.700, 1.380)
H (0.148, 10.810, -0.064)
H (0.893, 10.872, 1.598)
H (-0.876, 11.014, 1.408)
H (1.724, 8.855, 0.159)
H (1.600, 6.391, 0.190)
H (-2.247, 6.765, 2.118)
H (-1.965, 9.215, 2.003)
H (-0.789, 4.793, 3.382)
H (-1.068, 2.355, 3.400)
H (-0.470, 2.129, -0.715)
H (-0.167, 4.552, -0.884)
H (-0.142, 0.197, 0.957)
H (-1.928, 0.495, 0.796)
H (-1.169, 0.376, 2.406)
Cl (3.845, -1.817, -0.213)
C (0.331, -9.939, -0.892)
S (-0.360, -8.728, -2.021)
O (-0.671, -9.422, -3.292)
C (1.167, -7.826, -2.271)
H (-0.453, -10.649, -0.638)
H (1.153, -10.457, -1.385)
H (0.681, -9.435, 0.010)
H (1.924, -8.510, -2.654)
H (1.494, -7.378, -1.332)
H (0.986, -7.040, -2.998)
C (2.691, 1.982, 5.030)
Cl (1.610, 2.880, 3.873)
Cl (3.955, 1.234, 4.109)
Cl (3.323, 3.126, 6.186)
Cl (1.701, 0.770, 5.845)
Br (-0.887, 12.364, -1.161)
C (5.377, 0.308, 1.047)
O (4.366, 1.020, 1.050)
O (6.344, 0.369, 0.252)
O (5.651, -0.600, 1.880)
Cs (1.673, 1.560, 0.425)
Na (-1.674, -4.461, -4.251)
Al (-5.092, -6.214, 2.449)

---

No. 2
Entry from the Open Molecules 2025 dataset: a structure of composition C22H26AsClN2PdS at a distorted geometry (ωB97M-V/def2-TZVPD).

Frontier orbital gap (alpha / beta) = 5.62 / 7.67 eV
Molecular weight = 567.3 g/mol
Energy relative to the best compared isomer or geometry (same formula, charge and spin) = 63.0 kcal per mole
Multiplicity = 3
LUMO level (alpha / beta) = 0.267 / 0.207 eV
HOMO level (alpha / beta) = -5.3 / -7.5 eV

Positions of all 54 atoms, in Å:
Pd (0.854, 0.662, 0.052)
C (-0.188, -0.201, 2.857)
N (-0.616, -0.799, 1.594)
C (-1.675, -1.513, 1.621)
C (-2.265, -2.172, 0.508)
C (-3.208, -3.198, 0.575)
C (-3.426, -3.659, -0.726)
C (-2.632, -2.907, -1.572)
N (-1.913, -1.979, -0.844)
C (1.304, -0.360, 2.984)
C (1.848, -1.426, 3.693)
C (3.217, -1.645, 3.705)
C (4.063, -0.799, 2.997)
C (3.531, 0.268, 2.293)
C (2.157, 0.485, 2.288)
H (-0.689, -0.662, 3.718)
H (-0.442, 0.865, 2.853)
H (-2.190, -1.705, 2.571)
H (-3.651, -3.568, 1.486)
H (-4.088, -4.452, -1.032)
H (-2.530, -2.918, -2.643)
H (1.186, -2.096, 4.229)
H (3.625, -2.476, 4.265)
H (5.132, -0.968, 3.002)
H (4.181, 0.942, 1.750)
H (1.784, 1.403, 1.829)
C (-0.790, 5.020, -2.158)
As (-0.910, 3.134, -2.669)
C (-2.848, 2.879, -2.709)
C (-1.136, -1.010, -1.428)
S (-0.694, 2.434, -0.492)
H (-0.785, 5.665, -3.035)
H (0.141, 5.163, -1.613)
H (-1.634, 5.286, -1.521)
H (-3.291, 3.201, -3.651)
H (-3.289, 3.439, -1.884)
H (-3.034, 1.815, -2.570)
H (1.894, 0.659, -3.345)
H (0.660, 0.323, -1.536)
H (-0.683, 1.043, -0.844)
Cl (0.857, -0.043, -3.026)
C (2.941, -1.994, -3.879)
C (3.065, -2.994, -3.110)
C (2.697, -3.885, -2.026)
C (2.109, -3.546, -0.876)
C (1.752, -2.220, -0.338)
C (2.348, -1.095, -0.659)
C (3.190, -0.121, -0.932)
H (3.866, -3.309, -3.849)
H (2.905, -4.930, -2.212)
H (1.844, -4.372, -0.226)
H (0.959, -2.190, 0.397)
H (3.089, 0.525, -1.790)
H (4.067, 0.029, -0.313)

---

No. 3
Entry from the Open Molecules 2025 dataset: a structure of composition C22H26BrN5PRhS at a distorted geometry (ωB97M-V/def2-TZVPD).

Net charge = +2
Frontier orbital gap (alpha / beta) = 6.44 / 6.44 eV
Molecular weight = 606.3 g/mol
Energy relative to the best compared isomer or geometry (same formula, charge and spin) = 41.9 kcal per mole
Multiplicity = 1
LUMO level (alpha / beta) = -7.546 / -7.547 eV
HOMO level (alpha / beta) = -14.0 / -14.0 eV

Positions of all 57 atoms, in Å:
Rh (0.312, -0.261, 1.013)
C (-4.229, -0.403, 1.507)
C (-2.815, -0.249, 1.064)
N (-1.811, -0.620, 1.785)
N (-1.995, -1.201, 2.960)
C (-0.950, -1.439, 3.687)
N (-1.044, -2.113, 4.825)
S (0.644, -0.846, 3.246)
C (-2.490, 0.326, -0.239)
C (-3.444, 0.654, -1.197)
C (-3.029, 1.157, -2.419)
C (-1.673, 1.323, -2.662)
C (-0.783, 0.990, -1.654)
N (-1.189, 0.514, -0.476)
H (-4.264, -0.753, 2.533)
H (-4.751, -1.123, 0.873)
H (-4.751, 0.552, 1.430)
H (-1.936, -2.437, 5.162)
H (-0.233, -2.260, 5.402)
H (-4.495, 0.517, -0.988)
H (-3.756, 1.417, -3.177)
H (-1.311, 1.707, -3.605)
H (0.282, 1.122, -1.792)
C (0.074, 5.639, 0.999)
C (0.900, 4.392, 0.937)
C (2.290, 4.420, 0.850)
C (3.017, 3.238, 0.806)
C (2.303, 2.063, 0.848)
Br (3.131, 0.350, 0.827)
N (0.985, 1.999, 0.911)
C (0.295, 3.138, 0.958)
H (0.704, 6.525, 1.013)
H (-0.552, 5.645, 1.892)
H (-0.590, 5.701, 0.135)
H (2.808, 5.369, 0.819)
H (4.095, 3.234, 0.743)
H (-0.783, 3.045, 1.017)
C (1.520, -3.517, 0.966)
P (0.640, -2.334, -0.093)
C (-0.849, -3.242, -0.604)
C (1.647, -2.121, -1.571)
C (1.063, -1.647, -2.747)
C (1.839, -1.463, -3.878)
C (3.204, -1.718, -3.836)
C (3.793, -2.162, -2.660)
C (3.022, -2.359, -1.527)
H (2.414, -3.067, 1.393)
H (1.788, -4.399, 0.383)
H (0.860, -3.812, 1.782)
H (-0.548, -4.147, -1.130)
H (-1.473, -2.634, -1.258)
H (-1.423, -3.506, 0.285)
H (0.000, -1.438, -2.783)
H (1.381, -1.122, -4.797)
H (3.809, -1.569, -4.719)
H (4.856, -2.357, -2.623)
H (3.492, -2.719, -0.621)

---

Please write out number 2 again, unchanged.
Entry from the Open Molecules 2025 dataset: a structure of composition C22H26AsClN2PdS at a distorted geometry (ωB97M-V/def2-TZVPD).

Frontier orbital gap (alpha / beta) = 5.62 / 7.67 eV
Molecular weight = 567.3 g/mol
Energy relative to the best compared isomer or geometry (same formula, charge and spin) = 63.0 kcal per mole
Multiplicity = 3
LUMO level (alpha / beta) = 0.267 / 0.207 eV
HOMO level (alpha / beta) = -5.3 / -7.5 eV

Positions of all 54 atoms, in Å:
Pd (0.854, 0.662, 0.052)
C (-0.188, -0.201, 2.857)
N (-0.616, -0.799, 1.594)
C (-1.675, -1.513, 1.621)
C (-2.265, -2.172, 0.508)
C (-3.208, -3.198, 0.575)
C (-3.426, -3.659, -0.726)
C (-2.632, -2.907, -1.572)
N (-1.913, -1.979, -0.844)
C (1.304, -0.360, 2.984)
C (1.848, -1.426, 3.693)
C (3.217, -1.645, 3.705)
C (4.063, -0.799, 2.997)
C (3.531, 0.268, 2.293)
C (2.157, 0.485, 2.288)
H (-0.689, -0.662, 3.718)
H (-0.442, 0.865, 2.853)
H (-2.190, -1.705, 2.571)
H (-3.651, -3.568, 1.486)
H (-4.088, -4.452, -1.032)
H (-2.530, -2.918, -2.643)
H (1.186, -2.096, 4.229)
H (3.625, -2.476, 4.265)
H (5.132, -0.968, 3.002)
H (4.181, 0.942, 1.750)
H (1.784, 1.403, 1.829)
C (-0.790, 5.020, -2.158)
As (-0.910, 3.134, -2.669)
C (-2.848, 2.879, -2.709)
C (-1.136, -1.010, -1.428)
S (-0.694, 2.434, -0.492)
H (-0.785, 5.665, -3.035)
H (0.141, 5.163, -1.613)
H (-1.634, 5.286, -1.521)
H (-3.291, 3.201, -3.651)
H (-3.289, 3.439, -1.884)
H (-3.034, 1.815, -2.570)
H (1.894, 0.659, -3.345)
H (0.660, 0.323, -1.536)
H (-0.683, 1.043, -0.844)
Cl (0.857, -0.043, -3.026)
C (2.941, -1.994, -3.879)
C (3.065, -2.994, -3.110)
C (2.697, -3.885, -2.026)
C (2.109, -3.546, -0.876)
C (1.752, -2.220, -0.338)
C (2.348, -1.095, -0.659)
C (3.190, -0.121, -0.932)
H (3.866, -3.309, -3.849)
H (2.905, -4.930, -2.212)
H (1.844, -4.372, -0.226)
H (0.959, -2.190, 0.397)
H (3.089, 0.525, -1.790)
H (4.067, 0.029, -0.313)

---

What is the multiplicity in the first record?
1